The following is a quantum chemistry calculation of a structure of composition C34H48Cl14N4 at a distorted geometry, from OMol25.

Element x y z (Å)
1 Cl 1.166 -3.683 2.378
2 C 1.418 -2.042 3.079
3 C 1.667 -0.937 2.010
4 Cl 1.924 0.652 2.783
5 H 2.258 -2.177 3.761
6 H 0.545 -1.752 3.664
7 H 0.783 -0.792 1.388
8 H 2.543 -1.058 1.372
9 Cl 2.701 4.114 2.204
10 C 2.358 3.026 0.830
11 C 2.802 3.651 -0.473
12 Cl 1.538 4.864 -0.990
13 H 1.292 2.838 0.960
14 H 2.888 2.082 0.957
15 H 2.974 2.895 -1.239
16 H 3.739 4.203 -0.395
17 Cl -3.095 -4.122 0.639
18 C -2.082 -2.709 0.764
19 C -0.627 -3.124 1.176
20 Cl 0.120 -3.878 -0.261
21 H -2.425 -2.020 1.536
22 H -2.080 -2.177 -0.187
23 H -0.576 -3.828 2.006
24 H -0.038 -2.249 1.454
25 Cl 2.202 2.000 -1.809
26 C 0.866 0.968 -2.356
27 C 0.855 0.655 -3.808
28 Cl 2.474 -0.007 -4.320
29 H -0.046 1.498 -2.081
30 H 0.902 0.083 -1.721
31 H 0.539 1.532 -4.373
32 H 0.219 -0.193 -4.061
33 Cl -4.407 1.496 -1.701
34 C -3.930 -0.132 -1.115
35 C -4.826 -1.286 -1.675
36 Cl -4.197 -2.896 -1.161
37 H -3.941 -0.040 -0.029
38 H -2.865 -0.236 -1.323
39 H -4.935 -1.343 -2.758
40 H -5.835 -1.194 -1.273
41 Cl 2.837 0.734 0.204
42 C 3.925 0.988 1.590
43 C 4.658 -0.244 2.073
44 Cl 5.758 0.234 3.343
45 H 3.390 1.455 2.417
46 H 4.747 1.616 1.246
47 H 5.229 -0.665 1.245
48 H 3.997 -1.046 2.402
49 Cl 0.523 1.786 2.505
50 C 0.230 3.520 2.896
51 C -0.289 4.340 1.719
52 Cl -0.339 6.060 2.097
53 H 1.053 3.994 3.432
54 H -0.637 3.617 3.549
55 H -1.213 4.044 1.223
56 H 0.533 4.254 1.008
57 N -3.623 3.592 1.002
58 C -2.618 3.501 1.906
59 C -2.213 2.276 2.361
60 C -2.826 1.096 1.932
61 C -3.943 1.184 1.078
62 C -4.299 2.511 0.626
63 H -2.238 4.474 2.179
64 H -1.403 2.264 3.075
65 H -2.508 0.123 2.278
66 H -4.485 0.300 0.775
67 H -5.083 2.541 -0.117
68 N -0.161 -1.488 -3.388
69 C -0.901 -1.058 -2.321
70 C -1.827 -1.848 -1.642
71 C -2.041 -3.174 -2.182
72 C -1.297 -3.615 -3.293
73 C -0.407 -2.729 -3.856
74 H -0.713 -0.063 -1.944
75 H -2.420 -1.466 -0.824
76 H -2.717 -3.891 -1.739
77 H -1.418 -4.606 -3.707
78 H 0.113 -2.922 -4.783
79 N -1.470 -0.560 -0.266
80 C -0.163 -0.960 -0.233
81 C 0.881 -0.103 0.090
82 C 0.551 1.213 0.442
83 C -0.732 1.677 0.240
84 C -1.735 0.735 -0.059
85 H 0.059 -1.983 -0.502
86 H 1.896 -0.454 -0.019
87 H 1.270 1.955 0.759
88 H -0.957 2.731 0.298
89 H -2.760 1.034 -0.218
90 N 2.387 -1.084 -1.253
91 C 2.735 -1.931 -0.251
92 C 2.556 -3.324 -0.303
93 C 1.849 -3.913 -1.397
94 C 1.459 -3.033 -2.412
95 C 1.702 -1.612 -2.286
96 H 3.271 -1.500 0.582
97 H 2.806 -3.940 0.547
98 H 1.682 -4.966 -1.570
99 H 1.004 -3.422 -3.312
100 H 1.468 -0.931 -3.091

Results
* energy above the lowest of the compared OMol25 structures with the same formula, charge and spin: 5947.7 kJ/mol
* net charge: 0
* LUMO: -0.5 eV
* HOMO: -0.2637 hartree

Mulliken atomic charge list, values in e, 8 entries: -0.246 -0.351 1.636 -0.249 0.561 0.414 0.342 -1.250